This record from the Open Molecules 2025 dataset describes C4H11AlF4N3O9S4 as an isolated structure at a distorted geometry. The level of theory is wB97M-V/def2-TZVPD.

## Properties
- E_tot (a.u.) = -3234.52866
- energy above the lowest of the compared OMol25 structures with the same formula, charge and spin (kcal/mol) = 0.0
- multiplicity = 1
- frontier orbital gap (eV) = 3.6
- total charge = +1

Geometry as XYZ:
```
36
Properties=species:S:1:pos:R:3:lowdin_charge:R:1
Al 1.6663 0.0545 -0.1714 1.32
N 0.3745 -2.2203 -0.4632 -0.28
S -0.6839 -3.0188 0.4409 0.47
O -0.0991 -4.0466 1.2165 -0.18
O -2.0176 -3.1190 -0.0413 -0.19
F -0.9148 -1.8397 1.5188 -0.19
S 0.6287 -3.5421 -1.5325 0.52
O -0.4461 -3.9308 -2.3643 -0.18
O 1.4793 -4.5381 -1.0110 -0.19
F 1.5781 -2.7323 -2.5093 -0.18
N 1.5277 1.3914 2.3888 -0.23
S 3.0598 1.8704 3.0297 0.52
O 3.2659 1.8440 4.4185 -0.16
O 3.6224 2.9008 2.2384 -0.20
F 3.7846 0.5874 2.4542 -0.19
S 0.6294 2.2068 3.4369 0.47
O 0.7531 3.6106 3.4205 -0.18
O 0.4624 1.4438 4.6230 -0.16
F -0.7785 1.9338 2.7437 -0.18
C -2.8566 0.5037 -0.1612 0.00
C -1.4206 0.3106 -0.6932 -0.39
C -1.0799 1.1160 -1.9285 -0.16
O 0.1286 0.5341 -2.2714 -0.28
C 0.6313 0.5769 -3.6109 -0.03
N -0.4066 0.6598 0.3175 0.03
H -3.0152 1.4601 0.3460 0.09
H -2.9814 -0.2276 0.6417 0.09
H -3.6527 0.3281 -0.8812 0.11
H -1.5036 -0.7422 -0.9653 0.12
H -0.9143 2.1834 -1.7506 0.15
H -1.8553 0.9318 -2.6750 0.16
H 1.1976 -0.3391 -3.7634 0.09
H 1.1777 1.4977 -3.8162 0.10
H -0.1785 0.5369 -4.3437 0.11
H -0.5596 0.1728 1.1993 0.07
H -0.6031 1.6409 0.5192 0.11
```

This record from the Open Molecules 2025 dataset describes C54H62N8O2P2S2Sr as an isolated structure at a distorted geometry. The level of theory is wB97M-V/def2-TZVPD.

## Properties
- E_tot (a.u.) = -4193.40955
- multiplicity = 1
- frontier orbital gap (eV) = 6.7

Geometry as XYZ:
```
131
Properties=species:S:1:pos:R:3:lowdin_charge:R:1
Sr -0.0455 0.8451 -0.4410 1.07
C -4.5383 -0.0506 -0.4186 -0.03
C -3.2338 0.3611 0.2157 -0.29
N -2.4410 1.1368 -0.4546 -0.11
N -2.9994 1.7029 -1.5688 -0.11
C -2.3487 1.9145 -2.6554 -1.10
S -0.7938 1.3716 -3.1316 0.50
S -3.3303 2.8331 -3.8484 0.87
C -2.0900 4.0861 -4.3607 -0.43
C -2.2621 5.3704 -3.6034 -0.30
C -2.1033 5.3972 -2.2186 -0.05
C -2.3164 6.5655 -1.5071 -0.08
C -2.6898 7.7296 -2.1672 -0.10
C -2.8372 7.7161 -3.5452 -0.09
C -2.6263 6.5422 -4.2564 -0.05
C -2.9458 -0.0852 1.5867 -0.14
C -4.0432 -0.3022 2.4325 -0.05
C -3.9102 -0.7664 3.7246 -0.10
C -2.6369 -1.0632 4.1999 -0.09
C -1.5388 -0.8445 3.3996 -0.02
C -1.6359 -0.3144 2.0937 -0.39
O -0.5544 -0.0735 1.4047 -0.49
H -4.3567 -0.2942 -1.4643 0.08
H -5.2349 0.7919 -0.4151 0.10
H -4.9878 -0.9065 0.0774 0.07
H -2.2143 4.2305 -5.4323 0.07
H -1.1248 3.6143 -4.1746 0.01
H -1.8328 4.4848 -1.6989 0.09
H -2.2088 6.5696 -0.4291 0.09
H -2.8721 8.6407 -1.6116 0.10
H -3.1307 8.6179 -4.0680 0.10
H -2.7533 6.5378 -5.3331 0.11
H -5.0346 -0.0661 2.0669 0.11
H -4.7819 -0.9073 4.3498 0.09
H -2.5048 -1.4602 5.1996 0.10
H -0.5469 -1.0649 3.7728 0.09
C 3.9895 -0.1835 1.1736 -0.24
P 2.1635 -0.5262 1.1325 1.01
C 1.8374 -0.1173 2.9006 -0.39
N 2.1360 -0.9900 3.8264 0.14
C 1.8317 -0.7040 5.1175 -0.22
C 2.1412 -1.6293 6.1358 -0.01
C 1.8063 -1.3467 7.4310 -0.08
C 1.1549 -0.1390 7.7584 -0.08
C 0.8493 0.7755 6.7885 -0.01
C 1.1930 0.5100 5.4469 -0.21
N 0.9422 1.4307 4.4823 0.15
C 1.2537 1.1513 3.2465 -0.39
P 1.0218 2.4310 1.9353 1.01
C 2.6128 3.3245 2.2910 -0.24
C -0.2312 3.6752 2.6151 -0.69
C 0.1505 4.4333 3.8907 -0.09
C -1.5550 2.9356 2.8282 -0.08
C -0.4169 4.6919 1.4794 -0.11
C 2.1988 -2.4185 1.0485 -0.69
C 3.3221 -3.1199 1.8177 -0.10
C 2.3470 -2.7329 -0.4460 -0.11
C 0.8463 -2.9610 1.5191 -0.09
H 4.4663 -0.6533 2.0317 0.04
H 4.1601 0.8912 1.2232 0.01
H 4.4412 -0.5483 0.2493 0.04
H 2.6399 -2.5493 5.8587 0.11
H 2.0380 -2.0533 8.2174 0.10
H 0.9005 0.0617 8.7910 0.10
H 0.3495 1.7067 7.0218 0.11
H 2.7315 3.4832 3.3614 0.04
H 2.6257 4.2846 1.7727 0.04
H 3.4532 2.7335 1.9292 0.01
H 0.3560 3.7471 4.7013 0.05
H -0.6914 5.0695 4.1788 0.09
H 1.0167 5.0798 3.7373 0.07
H -1.4737 2.1950 3.6241 0.08
H -1.8782 2.4272 1.9168 0.06
H -2.3321 3.6509 3.1100 0.09
H 0.4988 5.2641 1.3005 0.08
H -1.1998 5.4046 1.7480 0.09
H -0.7171 4.1917 0.5547 0.06
H 4.3065 -2.8788 1.4144 0.07
H 3.1822 -4.2008 1.7211 0.09
H 3.2918 -2.8596 2.8692 0.05
H 3.2715 -2.3240 -0.8607 0.07
H 1.5028 -2.3226 -1.0056 0.05
H 2.3606 -3.8155 -0.5948 0.09
H 0.7210 -2.8334 2.5942 0.07
H 0.7818 -4.0289 1.2897 0.09
H 0.0266 -2.4500 1.0164 0.05
O 0.9519 3.5304 -1.2679 -0.17
C 1.7600 3.6424 -2.4369 -0.26
C 3.2454 3.6307 -2.0968 -0.15
C 3.6668 2.3272 -1.3992 -0.15
C 3.5703 1.1489 -2.3276 -0.29
C 4.5713 0.8996 -3.2635 -0.02
C 4.4264 -0.1580 -4.1443 -0.05
C 3.2814 -0.9365 -4.0670 -0.05
C 2.3464 -0.6303 -3.0941 -0.15
N 2.4832 0.3802 -2.2364 0.10
H 1.2222 4.2249 -0.6575 0.06
H 1.5081 4.5545 -2.9880 0.13
H 1.5006 2.7884 -3.0593 0.06
H 3.4728 4.4743 -1.4355 0.12
H 3.8162 3.7673 -3.0185 0.12
H 3.0053 2.1502 -0.5484 0.07
H 4.6927 2.4281 -1.0386 0.12
H 5.4514 1.5294 -3.2961 0.12
H 5.1907 -0.3704 -4.8805 0.11
H 3.1194 -1.7629 -4.7452 0.11
H 1.4445 -1.2222 -2.9958 0.08
N -2.2913 -6.8138 -2.1524 0.17
C -2.1003 -8.0068 -2.8069 -0.19
C -2.5762 -9.2936 -2.5862 -0.03
C -2.1631 -10.2709 -3.4699 -0.10
C -1.3078 -9.9746 -4.5415 -0.10
C -0.8405 -8.6956 -4.7627 -0.02
C -1.2455 -7.6929 -3.8824 -0.23
N -0.9481 -6.3481 -3.8658 0.18
C -1.5797 -5.8575 -2.8347 -0.28
C -1.5424 -4.4508 -2.4379 -0.13
C -1.0745 -3.4941 -3.3371 0.01
C -1.0235 -2.1707 -2.9380 -0.15
N -1.3719 -1.7598 -1.7190 0.07
C -1.8429 -2.6690 -0.8705 -0.13
C -1.9550 -4.0141 -1.1817 0.00
H -2.8793 -6.6666 -1.3528 0.15
H -3.2405 -9.5204 -1.7617 0.11
H -2.5068 -11.2879 -3.3353 0.10
H -1.0138 -10.7748 -5.2082 0.10
H -0.1852 -8.4649 -5.5917 0.11
H -0.7607 -3.8035 -4.3239 0.11
H -0.7130 -1.3880 -3.6229 0.06
H -2.1435 -2.3026 0.1071 0.11
H -2.3403 -4.6996 -0.4376 0.11
```

This record from the Open Molecules 2025 dataset describes an isolated ion of composition C11H15N2 and charge +1 at a distorted geometry. The level of theory is wB97M-V/def2-TZVPD.

## Properties
- E_tot (a.u.) = -537.32121
- energy above the lowest of the compared OMol25 structures with the same formula, charge and spin (kcal/mol) = 57.3
- multiplicity = 1
- frontier orbital gap (eV) = 8.4
- total charge = +1

Geometry as XYZ:
```
28
Properties=species:S:1:pos:R:3:lowdin_charge:R:1
C -3.2407 -1.0201 -0.5600 -0.05
N -1.9407 -0.5105 -0.7778 0.04
C -0.9568 -0.9116 -0.0172 0.05
C 0.3754 -0.2268 0.0003 -0.27
C 0.1324 0.1850 1.4685 -0.03
C -0.1895 1.4845 1.6808 -0.03
C -0.2738 2.5138 0.6349 -0.07
C 0.0853 2.2067 -0.5894 -0.08
C 0.6124 0.8862 -1.0400 -0.19
C 2.2104 0.7409 -1.2704 -0.12
N 2.6357 -0.4295 -0.5614 0.13
C 1.7444 -0.9224 0.1237 -0.33
C 1.9461 -2.1816 0.8666 -0.01
H -3.1983 -2.0247 -0.1130 0.11
H -3.9315 -0.2568 -0.1074 0.13
H -3.8630 -1.3192 -1.4563 0.12
H -1.8282 0.2858 -1.3836 0.15
H -1.2336 -1.7799 0.5462 0.15
H 0.3427 -0.5880 2.2254 0.12
H -0.2296 1.8153 2.7725 0.14
H -0.5190 3.5835 1.0561 0.16
H 0.0120 2.9510 -1.3585 0.12
H 0.1106 0.6968 -2.0513 0.16
H 2.7858 1.7541 -0.9789 0.17
H 2.4049 0.7022 -2.3722 0.12
H 2.9167 -2.2004 1.3207 0.08
H 1.9185 -3.0993 0.2146 0.11
H 1.1714 -2.3350 1.7271 0.11
```

This record from the Open Molecules 2025 dataset describes a 4-piece molecular cluster, H8O4 overall at a distorted geometry. The level of theory is wB97M-V/def2-TZVPD.

## Properties
- E_tot (a.u.) = -305.74478
- energy above the lowest of the compared OMol25 structures with the same formula, charge and spin (kcal/mol) = 21.6
- multiplicity = 1
- frontier orbital gap (eV) = 11.5

Geometry as XYZ:
```
12
Properties=species:S:1:pos:R:3:lowdin_charge:R:1
O 1.9379 1.6853 0.5492 -0.06
H 1.4839 0.8653 0.2672 0.00
H 1.6399 2.3733 -0.0318 0.01
O -1.2361 1.5313 -0.7648 -0.04
H -0.8391 2.3863 -0.7788 0.01
H -0.5951 0.9103 -1.0718 -0.02
O 0.4009 -0.6377 -0.4258 -0.01
H 1.1369 -1.1057 -0.6858 0.03
H -0.2861 -1.2567 -0.2238 0.00
O -1.3821 -2.4397 0.7352 -0.04
H -0.5511 -2.6307 1.2432 0.08
H -1.7101 -1.6807 1.1882 0.04
```

Question: What is the frontier orbital gap in the second record?
Answer: 6.7 eV

Question: Number 4 is which compound?
Answer: H8O4